No. 1
{
  "formula": "C8H10BNO",
  "method": "the ωB97M-V functional and the def2-TZVPD basis",
  "homo_energy_ev": [-7.881, -7.870],
  "energy_ev": -12667.54801,
  "fmax_ha_per_bohr": 0.0482,
  "e_above_lowest_ev": 4.048,
  "elements": ["H", "C", "H", "H", "H", "H", "O", "C", "B", "H", "C", "C", "C", "C", "H", "N", "C", "H", "H", "C", "H"],
  "xyz": [[-3.748, -1.697, -1.077], [0.547, -0.865, 0.369], [2.332, 1.794, -0.506], [4.053, 0.115, -0.654], [-2.772, 1.784, 0.981], [-0.283, 1.882, -0.985], [-3.945, -1.761, -0.154], [1.552, -1.844, 0.352], [-0.979, -0.726, 0.543], [3.661, -2.278, 0.074], [-2.742, 1.019, 0.238], [3.190, -0.148, -0.144], [2.176, 0.822, -0.191], [2.865, -1.455, 0.083], [-2.746, 1.420, -0.779], [-1.398, 0.524, 0.292], [-0.266, 1.412, 0.022], [-3.543, 0.287, 0.283], [1.398, -2.881, 0.402], [0.882, 0.446, 0.038], [-0.236, 2.150, 0.811]],
  "forces_ev_per_a": [[0.25, -0.03, -1.10], [0.25, -1.69, 0.04], [0.72, 1.85, -0.50], [2.15, 0.37, -0.06], [-0.71, 0.83, 0.39], [-0.55, -0.11, 0.59], [1.20, 0.39, 1.53], [0.36, 1.55, -0.31], [-0.02, -0.06, -1.11], [-1.20, 1.41, -0.18], [0.24, 0.91, -1.42], [-2.05, 1.04, -0.88], [0.24, -2.20, 0.33], [0.77, -2.27, 0.65], [-0.81, 0.66, 0.11], [-0.84, -1.02, 0.42], [-0.16, -0.97, -0.45], [0.38, -0.58, 0.37], [-0.70, -1.10, 0.47], [0.20, 0.61, 1.02], [0.27, 0.43, 0.08]]
}

***

No. 2
{
  "formula": "C41H38InN8O4Si",
  "method": "the ωB97M-V functional and the def2-TZVPD basis",
  "total_charge": -1,
  "homo_energy_ev": -4.921,
  "energy_ev": -76303.66737,
  "fmax_ha_per_bohr": 0.0108,
  "e_above_lowest_ev": 0.847,
  "elements": ["C", "O", "C", "N", "C", "N", "C", "H", "H", "C", "N", "C", "C", "H", "H", "C", "H", "C", "C", "N", "O", "C", "H", "C", "H", "Si", "C", "C", "N", "H", "C", "H", "H", "H", "C", "C", "C", "H", "N", "H", "H", "C", "C", "C", "H", "C", "H", "H", "H", "C", "In", "N", "C", "H", "C", "H", "H", "C", "C", "H", "C", "C", "H", "H", "O", "C", "H", "H", "H", "C", "H", "C", "H", "H", "C", "H", "O", "C", "H", "C", "C", "C", "C", "C", "C", "H", "N", "C", "H", "H", "H", "H", "H"],
  "xyz": [[2.661, 1.606, -2.643], [3.616, -1.195, 0.805], [-0.573, 2.252, 3.188], [-2.159, -1.935, 0.401], [-0.559, 6.488, 1.287], [-0.968, 2.823, 2.120], [-3.187, 0.211, 0.667], [3.835, 2.419, -1.003], [-0.098, 1.070, 5.632], [1.537, 0.917, -3.005], [-2.052, 0.711, 0.177], [-4.368, 0.938, 0.682], [3.934, -5.835, 2.959], [-0.607, -2.347, 3.056], [3.038, 0.667, 1.511], [-1.238, 4.243, 2.200], [-1.104, 2.280, -0.752], [-3.202, 2.689, -0.462], [-1.503, 1.406, -4.463], [-0.499, -0.266, 2.624], [-3.347, -3.719, -0.480], [1.174, -4.215, -2.424], [0.052, 8.378, 0.476], [-0.291, -0.982, 4.777], [-3.327, -1.358, -2.233], [-1.514, -0.233, -3.518], [-3.214, -1.275, 1.004], [2.968, 1.837, -1.291], [-0.488, -0.201, -2.166], [-2.301, 4.392, 1.982], [2.449, -4.210, 2.081], [1.493, 7.362, -1.270], [-1.072, 4.632, 3.213], [1.692, 4.889, -1.404], [-2.052, 1.925, -0.367], [2.630, -5.458, 2.637], [3.508, -3.363, 1.845], [0.440, 3.462, 0.182], [1.071, 0.545, -0.668], [2.976, 2.425, 1.305], [-5.291, 2.769, 0.047], [4.802, -3.717, 2.158], [2.434, 1.493, 1.141], [-4.374, 2.193, 0.094], [-1.692, -1.550, -5.635], [-0.457, 5.099, 1.217], [-0.236, -1.649, 5.627], [-0.824, 1.393, -5.325], [-3.923, -0.779, -3.796], [-0.360, 0.846, 3.455], [-0.260, -0.826, 0.453], [1.555, -2.204, 1.215], [1.059, 5.349, -0.650], [4.116, -6.809, 3.402], [-0.216, 0.416, 4.776], [-1.185, 2.223, -3.802], [1.504, 1.514, 1.702], [0.098, -5.097, -2.390], [-1.039, -4.750, -1.686], [-2.509, 1.642, -4.831], [0.360, 4.539, 0.241], [1.205, -3.467, 1.664], [-1.265, -2.588, -4.256], [5.627, -3.037, 1.974], [-4.125, -1.743, 1.646], [-0.466, -1.348, 3.449], [-3.172, 3.653, -0.955], [-0.024, -1.571, -5.014], [1.787, -6.115, 2.821], [-1.058, -3.535, -1.015], [-5.251, 0.488, 1.114], [5.005, -4.976, 2.727], [-1.912, -5.384, -1.627], [1.282, 0.743, -4.044], [0.952, 6.731, -0.573], [-1.191, 6.936, 2.048], [0.077, -3.927, 1.729], [0.139, 7.299, 0.402], [2.075, -4.444, -2.979], [2.160, 1.286, -0.323], [-2.316, -3.093, -0.286], [1.074, -3.025, -1.728], [-3.271, -0.528, -2.948], [2.934, -2.101, 1.245], [0.661, 0.404, -1.992], [-3.679, 0.368, -2.460], [-0.023, -2.701, -1.039], [-1.082, -1.611, -4.725], [0.153, -6.044, -2.913], [3.327, 1.988, -3.410], [6.008, -5.282, 3.003], [-0.436, 2.858, 4.094], [1.890, -2.307, -1.705]],
  "forces_ev_per_a": [[-0.10, -0.05, 0.02], [-0.03, -0.14, 0.05], [-0.16, -0.15, -0.06], [0.11, -0.06, 0.21], [0.03, 0.01, -0.03], [0.25, 0.07, -0.22], [0.10, 0.02, -0.19], [-0.06, -0.04, 0.00], [-0.06, -0.06, -0.10], [0.07, 0.06, 0.07], [-0.31, 0.14, -0.05], [-0.03, 0.01, 0.06], [-0.06, -0.02, 0.00], [0.07, 0.18, 0.01], [-0.03, 0.06, 0.00], [0.05, -0.13, -0.09], [-0.07, -0.08, 0.01], [-0.07, 0.03, 0.03], [0.05, 0.14, -0.07], [0.01, 0.09, 0.12], [0.14, 0.04, 0.12], [-0.06, -0.02, -0.01], [-0.01, -0.05, 0.00], [0.02, 0.01, -0.10], [-0.01, 0.12, -0.09], [-0.10, -0.03, -0.20], [0.02, -0.08, -0.15], [-0.02, 0.06, -0.03], [0.42, 0.25, 0.28], [-0.08, 0.01, 0.00], [-0.08, 0.12, 0.00], [-0.01, -0.03, 0.05], [0.04, 0.06, 0.10], [-0.06, 0.02, 0.07], [0.04, -0.22, 0.10], [-0.06, -0.16, 0.04], [-0.07, 0.14, 0.02], [0.10, -0.01, 0.04], [0.19, 0.14, -0.08], [-0.05, 0.03, -0.06], [0.03, -0.01, 0.02], [0.15, -0.03, 0.01], [-0.08, -0.09, -0.19], [0.03, 0.00, 0.02], [0.07, -0.03, 0.10], [0.04, -0.12, 0.02], [-0.03, 0.06, -0.11], [-0.09, 0.02, 0.12], [0.11, 0.08, 0.12], [-0.05, -0.21, 0.01], [0.27, 0.11, -0.16], [0.04, -0.33, 0.20], [-0.02, -0.05, 0.01], [0.00, 0.08, -0.03], [0.04, 0.04, -0.05], [-0.07, -0.09, -0.11], [-0.05, 0.07, 0.05], [0.03, 0.04, -0.01], [0.00, -0.07, -0.03], [0.14, -0.03, 0.02], [0.01, 0.07, -0.04], [-0.05, 0.08, 0.04], [0.05, 0.12, -0.09], [-0.07, -0.04, 0.00], [0.07, 0.01, -0.11], [-0.09, 0.10, 0.07], [0.02, -0.04, 0.04], [-0.15, -0.01, 0.02], [0.06, 0.07, -0.02], [0.14, 0.24, 0.00], [0.04, 0.01, -0.06], [-0.03, 0.11, -0.04], [0.00, 0.01, -0.01], [0.03, 0.04, 0.07], [-0.05, -0.02, 0.02], [0.03, -0.01, -0.03], [0.21, 0.12, -0.16], [-0.02, -0.06, 0.01], [-0.02, 0.01, 0.03], [-0.26, -0.20, -0.01], [-0.19, 0.15, 0.08], [-0.14, 0.05, 0.11], [-0.16, -0.06, 0.14], [-0.13, -0.06, -0.29], [-0.13, -0.01, 0.25], [0.05, -0.16, -0.04], [0.08, -0.32, 0.07], [0.09, -0.15, -0.01], [-0.01, 0.02, 0.00], [-0.02, 0.02, -0.02], [-0.04, -0.02, -0.03], [0.07, 0.03, 0.12], [-0.08, -0.03, 0.02]]
}

***

No. 3
{
  "formula": "C46H58N7O3S2Tl",
  "method": "the ωB97M-V functional and the def2-TZVPD basis",
  "homo_energy_ev": -7.018,
  "energy_ev": -91582.42064,
  "fmax_ha_per_bohr": 0.0147,
  "e_above_lowest_ev": 0.496,
  "elements": ["C", "H", "C", "H", "H", "H", "C", "H", "C", "Tl", "H", "C", "O", "H", "H", "H", "C", "H", "H", "H", "H", "H", "H", "H", "C", "C", "H", "H", "H", "C", "H", "C", "C", "H", "H", "H", "C", "O", "C", "C", "C", "H", "C", "H", "H", "H", "H", "C", "C", "H", "O", "H", "C", "H", "C", "H", "S", "C", "N", "H", "H", "H", "N", "H", "C", "N", "C", "C", "C", "C", "H", "N", "H", "H", "N", "C", "H", "C", "N", "H", "H", "H", "H", "C", "N", "H", "C", "C", "C", "H", "C", "H", "S", "H", "C", "C", "C", "H", "C", "H", "C", "C", "H", "C", "H", "H", "C", "H", "C", "C", "H", "C", "H", "H", "C", "C", "H"],
  "xyz": [[1.406, 1.778, -2.640], [-4.612, -2.769, 3.280], [-2.161, 1.474, -3.155], [-0.844, -3.852, 2.483], [-0.195, 2.956, -0.298], [-3.971, -0.221, -4.436], [-0.533, -3.090, 1.778], [4.450, -4.125, 3.217], [2.763, -1.890, 1.197], [0.360, -0.271, -0.014], [-3.922, -0.054, 2.521], [3.676, -1.002, 0.610], [-5.706, 7.394, 0.777], [0.042, 3.848, -4.043], [-0.169, 3.532, -6.505], [-4.666, 2.369, 2.769], [4.415, 2.721, -2.708], [-2.836, -4.864, 1.913], [5.683, -2.300, 4.412], [2.488, -4.561, 4.265], [0.781, -4.192, 4.245], [-1.629, 2.173, -0.615], [7.735, -0.294, -1.026], [-4.877, -4.076, -1.467], [-0.979, 1.370, 2.712], [4.156, 4.105, -2.105], [4.584, 4.175, -1.104], [-4.444, -4.398, 1.412], [3.959, -2.231, 4.792], [-2.956, -2.937, 1.014], [-1.637, 3.799, -4.501], [-3.233, 4.060, -0.139], [-3.948, 0.807, -4.802], [-4.941, 1.057, -5.176], [-5.429, -1.226, -0.474], [3.086, 4.303, -2.021], [-2.687, 3.078, 3.231], [-4.019, 8.121, 2.403], [-0.340, 2.694, -5.829], [3.048, -2.858, 2.243], [-3.529, -4.021, 1.874], [-5.045, 5.239, -0.075], [-3.390, 6.307, 0.714], [-4.188, -4.356, 3.924], [2.204, -6.230, 2.443], [5.164, -3.009, 2.080], [-2.949, -3.110, 3.765], [-0.735, 3.189, -4.435], [0.048, 1.433, -2.660], [-3.482, 0.609, 4.102], [-3.795, 8.742, 0.053], [1.126, -6.609, 3.789], [-1.269, 5.150, 0.712], [-3.530, 2.800, -4.084], [3.835, 1.626, -1.869], [-2.757, 4.070, 2.787], [0.669, 0.989, 2.313], [1.340, -5.879, 3.009], [1.444, -1.947, 0.912], [-5.630, -2.674, 0.483], [-3.841, -0.217, -1.842], [-4.684, -2.619, -2.438], [-1.432, -1.503, 0.129], [-2.901, 3.159, 4.299], [-3.521, 1.781, -3.698], [-0.535, 0.476, -1.891], [-3.632, 2.106, 2.553], [4.395, -3.099, 2.850], [1.617, -4.498, 3.611], [-1.875, 4.028, 0.153], [-3.700, 3.188, -0.591], [-1.912, 0.421, 2.725], [6.364, 1.798, -0.858], [4.698, -1.091, 0.959], [-1.307, 2.605, 3.046], [-5.237, -3.056, -1.605], [-3.251, 0.843, -5.639], [-0.974, 2.069, -3.472], [-1.154, 2.824, -0.009], [3.993, 2.673, -3.715], [5.489, 2.563, -2.816], [6.259, -1.264, -1.079], [6.038, 0.726, 0.482], [-3.985, 5.194, 0.140], [2.264, 0.274, -0.926], [-6.290, -3.102, -1.883], [-1.878, 0.473, -2.144], [4.693, -2.123, 3.993], [-3.605, -2.164, 0.089], [1.701, 2.556, -3.333], [1.862, -3.447, 2.574], [0.573, 2.096, -5.791], [-4.331, 7.800, 1.020], [6.630, -0.157, -2.397], [-5.041, -2.237, -0.326], [-3.837, -3.538, 3.294], [6.684, -0.287, -1.316], [0.490, -5.854, 2.326], [-1.568, -2.523, 1.020], [4.597, 4.888, -2.721], [0.841, -2.841, 1.736], [3.462, -0.018, -0.352], [-1.568, 7.157, 1.425], [-3.315, 0.698, 3.025], [-0.207, 5.129, 0.939], [4.648, -1.090, 3.644], [2.427, 1.254, -1.848], [-1.617, -0.508, 2.467], [-2.820, -0.326, -1.496], [4.469, 0.848, -0.948], [-0.588, 3.296, 2.897], [5.924, 0.834, -0.599], [-3.482, 2.161, 1.473], [-1.126, 2.070, -6.256], [-2.620, -1.265, -0.478], [-2.026, 6.279, 0.986], [-4.252, 1.760, -2.886]],
  "forces_ev_per_a": [[-0.05, 0.00, 0.01], [0.02, 0.02, 0.00], [-0.03, 0.01, 0.04], [0.00, 0.00, 0.00], [0.00, 0.04, -0.06], [0.01, 0.01, 0.01], [0.12, 0.00, 0.00], [0.01, -0.01, 0.00], [0.02, 0.02, 0.07], [0.04, 0.49, 0.57], [0.02, 0.00, -0.05], [0.05, -0.03, 0.05], [0.02, 0.00, 0.04], [0.00, 0.01, 0.01], [0.00, 0.00, 0.00], [0.01, 0.01, 0.03], [-0.02, -0.01, 0.02], [0.00, -0.01, -0.01], [0.00, 0.00, 0.00], [-0.02, 0.02, 0.04], [-0.01, -0.01, 0.00], [0.03, 0.11, -0.18], [0.00, 0.01, 0.00], [0.01, 0.00, 0.00], [-0.18, 0.00, -0.06], [0.00, -0.01, -0.01], [0.00, 0.00, 0.00], [0.01, -0.04, 0.00], [0.00, 0.00, 0.00], [0.10, -0.06, 0.04], [-0.01, 0.01, -0.01], [0.01, 0.09, -0.08], [0.00, 0.01, 0.00], [0.00, 0.00, 0.01], [-0.02, 0.00, 0.01], [0.00, 0.00, 0.01], [-0.01, -0.05, -0.02], [0.01, -0.03, 0.06], [0.00, 0.02, -0.01], [0.05, -0.07, -0.07], [-0.05, 0.07, 0.01], [0.00, 0.00, -0.02], [0.17, -0.18, -0.18], [-0.01, -0.01, -0.02], [0.00, 0.01, -0.01], [0.01, -0.02, 0.00], [-0.01, 0.00, -0.01], [0.01, -0.09, -0.02], [0.07, 0.08, -0.08], [-0.03, -0.05, 0.00], [0.03, -0.02, -0.01], [0.01, 0.01, 0.00], [0.00, 0.02, 0.07], [-0.01, 0.01, 0.00], [-0.07, 0.07, -0.01], [-0.01, 0.01, -0.01], [-0.15, -0.04, -0.23], [0.02, -0.01, 0.01], [-0.13, 0.02, -0.37], [0.00, 0.01, 0.01], [0.00, 0.01, 0.01], [0.01, 0.00, 0.00], [0.40, -0.22, -0.16], [0.00, 0.00, 0.00], [0.05, -0.06, -0.05], [0.11, -0.11, 0.16], [0.03, -0.09, -0.04], [-0.04, 0.07, 0.01], [0.01, -0.05, -0.10], [-0.06, -0.18, 0.04], [0.00, 0.01, -0.02], [0.13, 0.03, -0.02], [0.01, 0.01, 0.02], [0.00, 0.01, 0.01], [0.14, 0.07, 0.04], [-0.02, 0.00, 0.01], [0.00, 0.00, 0.00], [0.03, 0.06, 0.07], [0.00, 0.00, 0.06], [0.03, 0.00, -0.01], [0.00, -0.01, -0.03], [-0.01, 0.00, 0.00], [0.00, 0.01, 0.01], [0.00, 0.02, 0.08], [-0.16, -0.31, 0.00], [0.00, 0.01, 0.00], [-0.12, -0.08, 0.01], [0.01, 0.00, 0.00], [-0.01, 0.17, 0.00], [0.00, 0.02, 0.02], [-0.03, 0.07, 0.11], [0.00, 0.00, 0.01], [-0.16, 0.12, 0.02], [-0.01, 0.00, 0.00], [0.03, -0.03, -0.05], [0.01, 0.00, 0.00], [0.01, 0.01, 0.00], [0.00, 0.01, 0.00], [-0.14, -0.01, 0.05], [0.00, 0.00, -0.01], [-0.05, -0.06, 0.05], [0.03, 0.01, -0.12], [0.01, 0.01, -0.01], [0.01, 0.04, 0.04], [0.02, 0.02, -0.02], [0.00, 0.00, 0.00], [0.07, 0.01, -0.02], [-0.05, -0.01, 0.07], [0.03, 0.05, -0.04], [0.01, -0.01, 0.09], [-0.03, 0.02, -0.02], [-0.01, -0.06, -0.06], [-0.08, 0.01, 0.08], [0.00, -0.01, 0.01], [-0.14, -0.02, 0.07], [-0.03, 0.04, 0.05], [-0.02, 0.01, 0.00]]
}